# 1
A single C5H8OS molecule in a non-equilibrium geometry, computed with wB97M-V/def2-TZVPD.

## Properties
Total energy = -668.56853 Ha
Multiplicity = 1
Energy above the lowest of the compared OMol25 structures with the same formula, charge and spin = 106.7 kcal/mol
Gap between HOMO and LUMO = 8.73 eV
Charge = 0

Cartesian coordinates (Å):
C (-2.079, -0.608, -1.304)
S (-0.477, -0.379, -0.795)
O (0.594, -1.008, -1.660)
C (-0.005, -1.140, 0.794)
C (0.872, -0.405, 1.486)
C (1.313, 0.881, 0.761)
C (0.078, 1.245, -0.105)
H (-2.074, -1.239, -2.264)
H (-2.733, 0.111, -1.035)
H (-0.361, -2.119, 0.784)
H (1.560, -0.936, 2.198)
H (1.527, 1.644, 1.466)
H (2.256, 0.748, 0.214)
H (-0.662, 1.519, 0.562)
H (0.192, 1.685, -1.102)

# 2
A molecular structure, C33H29NO7P2RuS4, computed with wB97M-V/def2-TZVPD.

## Properties
Total energy = -4226.85338 Ha
Multiplicity = 6
Energy above the lowest of the compared OMol25 structures with the same formula, charge and spin = 0.0 kcal/mol
Gap between HOMO and LUMO (alpha / beta) = 6.76 / 7.30 eV
Charge = -1

Cartesian coordinates (Å):
Ru (-1.892, 0.388, -0.138)
S (-1.156, -0.471, -2.843)
P (0.526, -0.462, -1.803)
C (0.102, -0.168, -0.177)
P (0.658, -0.476, 1.405)
S (-0.932, -0.634, 2.580)
C (1.747, 0.895, 1.912)
C (2.759, 0.736, 2.855)
C (3.531, 1.822, 3.242)
C (3.286, 3.076, 2.699)
C (2.266, 3.244, 1.773)
C (1.502, 2.157, 1.378)
C (1.734, -1.950, 1.548)
C (1.345, -3.027, 2.332)
C (2.119, -4.179, 2.382)
C (3.287, -4.265, 1.642)
C (3.687, -3.191, 0.857)
C (2.918, -2.041, 0.818)
C (1.430, -2.028, -1.970)
C (2.675, -2.157, -2.570)
C (3.303, -3.397, -2.613)
C (2.693, -4.504, -2.045)
C (1.445, -4.378, -1.444)
C (0.811, -3.149, -1.412)
C (1.679, 0.832, -2.373)
C (1.381, 1.587, -3.500)
C (2.219, 2.623, -3.890)
C (3.358, 2.913, -3.155)
C (3.659, 2.168, -2.021)
C (2.820, 1.138, -1.633)
H (2.948, -0.238, 3.290)
H (4.320, 1.688, 3.971)
H (3.885, 3.925, 3.005)
H (2.056, 4.219, 1.355)
H (0.707, 2.287, 0.650)
H (0.438, -2.939, 2.918)
H (1.808, -5.010, 3.004)
H (3.886, -5.166, 1.675)
H (4.594, -3.251, 0.270)
H (3.242, -1.210, 0.203)
H (3.159, -1.292, -3.006)
H (4.272, -3.493, -3.086)
H (3.190, -5.466, -2.067)
H (0.967, -5.242, -0.999)
H (-0.167, -3.035, -0.955)
H (0.475, 1.366, -4.050)
H (1.971, 3.213, -4.763)
H (4.004, 3.729, -3.454)
H (4.534, 2.402, -1.428)
H (3.044, 0.589, -0.726)
O (-6.062, 0.385, -0.588)
S (-4.751, 0.920, -0.352)
O (-3.794, 0.776, -1.459)
O (-4.089, 0.404, 0.868)
C (-4.963, 2.689, -0.106)
C (-6.277, 3.124, -0.206)
C (-6.606, 4.466, -0.072)
C (-5.608, 5.389, 0.163)
C (-4.290, 4.965, 0.269)
C (-3.944, 3.627, 0.139)
S (-2.177, 3.289, 0.335)
O (-1.577, 4.560, 0.642)
O (-2.083, 2.275, 1.392)
O (-1.726, 2.680, -0.925)
H (-7.041, 2.386, -0.396)
H (-7.639, 4.777, -0.156)
H (-5.843, 6.440, 0.269)
H (-3.498, 5.673, 0.460)
C (-2.317, -4.137, 1.020)
C (-2.885, -2.768, 0.743)
N (-3.913, -2.364, 1.508)
O (-2.433, -2.098, -0.187)
H (-2.875, -4.694, 1.772)
H (-1.289, -4.005, 1.353)
H (-2.303, -4.699, 0.087)
H (-4.102, -2.846, 2.368)
H (-4.207, -1.393, 1.414)

# 3
A single C5H7NO molecule, computed with wB97M-V/def2-TZVPD.

## Properties
Total energy = -324.63871 Ha
Multiplicity = 1
Energy above the lowest of the compared OMol25 structures with the same formula, charge and spin = 53.8 kcal/mol
Gap between HOMO and LUMO = 10.37 eV
Charge = 0

Cartesian coordinates (Å):
O (1.676, 1.778, -0.879)
C (1.147, 0.736, -0.616)
C (1.499, -0.499, 0.231)
N (0.142, -1.043, -0.022)
C (-0.843, -0.440, 0.924)
C (-1.430, 0.457, -0.184)
C (-0.184, 0.059, -0.994)
H (2.286, -1.092, -0.246)
H (1.749, -0.357, 1.289)
H (-0.355, 0.162, 1.702)
H (-1.490, -1.168, 1.418)
H (-1.558, 1.513, 0.063)
H (-2.353, 0.074, -0.629)
H (-0.288, -0.182, -2.056)

# 4
2 unconnected molecules or ions with the total composition C18H37NOP in a non-equilibrium geometry, computed with wB97M-V/def2-TZVPD.

## Properties
Total energy = -1179.08618 Ha
Multiplicity = 1
Gap between HOMO and LUMO = 10.22 eV
Charge = +1

Cartesian coordinates (Å):
C (-3.703, -0.643, 0.255)
C (-3.416, -1.883, 1.120)
C (-2.041, -1.882, 1.759)
C (-0.898, -1.748, 0.729)
C (-0.044, -0.484, 0.901)
C (1.358, -0.766, 1.434)
C (2.066, 0.528, 1.874)
C (3.531, 0.581, 1.474)
C (3.769, 0.774, -0.013)
C (3.196, 2.063, -0.570)
C (3.387, 2.172, -2.084)
C (2.237, 2.901, -2.772)
C (0.943, 2.097, -2.824)
C (1.094, 0.893, -3.772)
P (-0.301, -0.205, -3.538)
C (-0.200, -0.950, -1.897)
C (-0.235, -2.471, -1.937)
O (-0.887, -3.086, -2.755)
H (-4.772, -0.465, 0.225)
H (-3.252, 0.232, 0.712)
H (-3.314, -0.795, -0.746)
H (-4.176, -1.961, 1.893)
H (-3.542, -2.760, 0.486)
H (-1.979, -1.104, 2.512)
H (-1.915, -2.831, 2.281)
H (-1.349, -1.788, -0.262)
H (-0.252, -2.621, 0.800)
H (0.048, 0.017, -0.070)
H (-0.529, 0.214, 1.578)
H (1.955, -1.295, 0.693)
H (1.248, -1.416, 2.300)
H (1.558, 1.370, 1.407)
H (1.992, 0.648, 2.950)
H (3.997, 1.422, 1.988)
H (4.063, -0.310, 1.803)
H (4.849, 0.812, -0.159)
H (3.424, -0.082, -0.598)
H (3.712, 2.900, -0.108)
H (2.131, 2.147, -0.351)
H (3.555, 1.192, -2.531)
H (4.293, 2.739, -2.287)
H (2.067, 3.829, -2.234)
H (2.525, 3.136, -3.795)
H (0.636, 1.787, -1.826)
H (0.164, 2.734, -3.238)
H (1.136, 1.256, -4.793)
H (1.985, 0.331, -3.505)
H (-1.459, 0.569, -3.601)
H (-0.423, -1.172, -4.536)
H (0.699, -0.599, -1.393)
H (-1.043, -0.596, -1.303)
H (0.379, -2.982, -1.180)
C (-4.927, -0.629, 5.372)
C (-4.398, 0.027, 4.184)
N (-3.982, 0.545, 3.241)
H (-5.149, 0.114, 6.135)
H (-5.839, -1.166, 5.122)
H (-4.194, -1.332, 5.762)